(1)
{"formula": "C13H31NO6Tl2", "method": "wB97M-V/def2-TZVPD", "species": ["Tl", "Tl", "C", "C", "C", "C", "C", "C", "N", "O", "C", "C", "C", "H", "H", "H", "H", "H", "H", "H", "H", "H", "H", "H", "H", "H", "H", "H", "H", "H", "H", "O", "H", "C", "C", "O", "O", "H", "H", "H", "H", "H", "H", "C", "C", "O", "O", "H", "H", "H", "H", "H", "H"], "xyz": [[0.141, -3.258, 1.517], [-1.389, 0.068, 4.684], [-0.340, 1.482, -0.353], [1.132, 1.304, -0.837], [1.625, 2.735, -1.143], [3.189, 2.835, -1.485], [3.979, 2.008, -0.395], [3.463, 0.657, 0.097], [1.984, 0.636, 0.140], [1.466, -0.488, 0.579], [4.119, 0.423, 1.500], [3.951, -0.502, -0.833], [1.015, 0.479, -2.227], [-0.691, 0.540, 0.085], [-1.097, 1.633, -1.119], [-0.405, 2.139, 0.515], [1.367, 3.412, -0.328], [1.107, 3.176, -1.996], [3.401, 3.897, -1.380], [3.486, 2.503, -2.478], [4.182, 2.731, 0.393], [4.872, 1.716, -0.948], [4.019, 1.198, 2.260], [5.188, 0.404, 1.290], [3.769, -0.486, 1.988], [3.462, -0.365, -1.796], [3.738, -1.498, -0.444], [5.025, -0.584, -0.996], [1.742, 0.802, -2.971], [0.101, 0.681, -2.788], [1.037, -0.583, -1.986], [-1.881, -1.284, 2.047], [-1.926, -0.982, 1.119], [-2.794, -3.987, -0.793], [-2.332, -2.767, -1.605], [-1.182, -2.083, -1.044], [-1.665, -4.702, -0.348], [-3.493, -4.658, -1.294], [-3.338, -3.580, 0.072], [-3.093, -2.003, -1.779], [-2.014, -3.076, -2.606], [-0.952, -1.454, -1.738], [-1.960, -5.619, -0.253], [-4.809, 0.147, 1.693], [-4.285, 1.526, 2.261], [-2.873, 1.455, 2.367], [-4.427, -0.896, 2.522], [-4.322, 0.108, 0.715], [-5.894, 0.220, 1.572], [-4.676, 1.806, 3.239], [-4.586, 2.312, 1.561], [-2.553, 1.113, 1.520], [-3.583, -1.293, 2.230]], "lumo_ha": -0.6841, "homo_lumo_gap_ha": 0.0988, "de_lowest_kcal_mol": 0.0, "total_charge": 4}

***

(2)
{"formula": "C6H10O", "method": "wB97M-V/def2-TZVPD", "species": ["C", "C", "C", "O", "C", "C", "C", "H", "H", "H", "H", "H", "H", "H", "H", "H", "H"], "xyz": [[-0.896, 2.182, -0.257], [-1.108, 0.685, -0.518], [-0.396, -0.123, 0.546], [-0.705, -1.536, 0.683], [0.683, -1.849, 0.799], [1.307, -1.679, -0.520], [1.073, -0.459, 0.365], [0.169, 2.434, -0.180], [-1.373, 2.494, 0.681], [-1.321, 2.790, -1.061], [-0.713, 0.410, -1.502], [-2.178, 0.453, -0.510], [-0.614, 0.320, 1.533], [0.985, -2.513, 1.604], [2.377, -1.900, -0.532], [0.767, -1.870, -1.439], [1.943, 0.163, 0.306]], "lumo_ha": 0.0423, "homo_lumo_gap_ha": 0.3893, "de_lowest_kcal_mol": 47.7}

***

(3)
{"formula": "C6H22NO4", "method": "wB97M-V/def2-TZVPD", "species": ["C", "C", "C", "C", "C", "C", "N", "H", "H", "H", "H", "H", "H", "H", "H", "H", "H", "H", "H", "H", "H", "H", "H", "O", "H", "H", "O", "H", "H", "O", "H", "H", "O"], "xyz": [[1.538, -1.571, -2.934], [0.559, -1.494, -1.583], [1.246, -1.575, -0.146], [0.450, -1.061, 1.025], [0.946, -0.574, 2.143], [0.267, -0.031, 3.316], [-0.165, -0.061, -1.713], [1.274, -0.802, -3.640], [2.611, -1.419, -2.648], [1.358, -2.400, -3.504], [-0.050, -2.420, -1.625], [2.287, -1.225, -0.188], [1.294, -2.747, 0.050], [-0.646, -1.030, 0.846], [1.915, -0.294, 2.077], [0.759, 1.006, 3.376], [0.325, -0.600, 4.211], [-0.890, -0.013, 3.418], [-0.362, 0.159, -2.615], [0.511, 0.590, -1.233], [-1.064, 0.045, -1.182], [1.236, 1.274, 0.742], [2.309, 2.071, -0.005], [1.862, 1.225, -0.035], [-1.712, 3.066, -1.597], [-1.725, 2.355, -0.158], [-1.276, 2.269, -0.997], [-1.748, 1.649, 2.066], [-2.986, 2.394, 1.744], [-2.332, 1.790, 1.381], [-2.760, 0.483, -0.494], [-2.692, -0.671, 0.343], [-2.339, -0.391, -0.442]], "lumo_ha": -0.1020, "homo_lumo_gap_ha": 0.3597, "de_lowest_kcal_mol": 77.7, "total_charge": 1}

***

(4)
{"formula": "C8H8F2O3", "method": "wB97M-V/def2-TZVPD", "species": ["C", "C", "C", "C", "C", "C", "C", "C", "O", "O", "O", "F", "F", "H", "H", "H", "H", "H", "H", "H", "H"], "xyz": [[-2.159, -0.450, 1.841], [-1.442, 0.479, 1.610], [0.419, -1.592, -0.300], [-0.204, -1.066, -1.196], [-0.582, 1.620, 1.353], [1.276, -2.249, 0.669], [0.067, 1.828, -0.913], [-0.885, -0.179, -2.023], [2.572, -1.681, 0.723], [1.111, 2.085, -1.713], [0.369, 1.396, 0.319], [-2.226, -0.046, -1.895], [-0.556, -0.084, -3.328], [-2.786, -1.264, 2.051], [0.011, 1.831, 2.250], [-1.202, 2.495, 1.112], [1.342, -3.329, 0.453], [0.851, -2.116, 1.671], [-0.785, 2.477, -1.071], [2.952, -1.689, -0.162], [1.860, 1.532, -1.452]], "lumo_ha": [0.0209, 0.0207], "homo_lumo_gap_ha": [0.2824, 0.2809]}

***

(5)
{"formula": "C29H27N2O5PS", "method": "wB97M-V/def2-TZVPD", "species": ["C", "C", "O", "C", "C", "C", "P", "S", "C", "O", "C", "C", "N", "C", "C", "C", "C", "N", "C", "C", "C", "O", "H", "H", "H", "H", "H", "H", "H", "H", "H", "H", "H", "H", "H", "H", "H", "H", "H", "H", "H", "C", "C", "C", "C", "C", "C", "C", "O", "C", "C", "C", "C", "C", "C", "C", "O", "H", "H", "H", "H", "H", "H", "H", "H"], "xyz": [[4.424, 2.838, 2.083], [3.794, 1.503, 1.703], [3.806, 0.689, 2.858], [3.071, -0.537, 2.828], [2.700, -1.036, 1.465], [1.492, -0.838, 0.941], [0.149, 0.023, 1.802], [-0.900, -1.094, 3.000], [1.131, -1.350, -0.397], [-0.019, -1.282, -0.736], [2.212, -1.942, -1.242], [1.966, -2.239, -2.594], [0.710, -1.954, -3.242], [2.999, -2.789, -3.350], [4.230, -3.078, -2.795], [4.494, -2.826, -1.450], [5.866, -3.230, -0.954], [5.882, -4.376, -0.052], [4.883, -5.397, -0.292], [3.482, -2.213, -0.678], [3.736, -1.806, 0.730], [4.775, -2.004, 1.297], [3.668, 3.444, 2.573], [4.697, 3.364, 1.172], [5.268, 2.693, 2.744], [4.395, 1.049, 0.912], [2.784, 1.709, 1.353], [3.721, -1.282, 3.279], [2.194, -0.461, 3.468], [0.684, 1.149, 2.446], [-0.629, 0.539, 0.770], [0.912, -1.474, -4.110], [0.243, -2.825, -3.453], [2.822, -3.003, -4.394], [4.996, -3.520, -3.412], [6.483, -3.412, -1.839], [6.304, -2.374, -0.441], [6.803, -4.776, 0.004], [3.892, -5.054, -0.014], [5.099, -6.237, 0.364], [4.868, -5.794, -1.314], [-7.803, 5.381, 1.002], [-6.597, 5.769, 1.577], [-5.464, 4.992, 1.409], [-5.533, 3.816, 0.672], [-6.748, 3.417, 0.110], [-7.878, 4.208, 0.270], [-6.858, 2.140, -0.653], [-7.912, 1.799, -1.148], [-5.638, 1.296, -0.783], [-5.722, 0.077, -1.443], [-4.593, -0.714, -1.581], [-3.371, -0.291, -1.067], [-3.288, 0.922, -0.406], [-4.416, 1.716, -0.254], [-4.300, 3.001, 0.488], [-3.233, 3.374, 0.932], [-8.685, 5.994, 1.128], [-6.543, 6.681, 2.156], [-4.523, 5.290, 1.849], [-8.813, 3.897, -0.176], [-6.672, -0.247, -1.844], [-4.663, -1.666, -2.091], [-2.488, -0.906, -1.178], [-2.347, 1.261, -0.003]], "lumo_ha": -0.0574, "homo_lumo_gap_ha": 0.2597, "smiles": "CCOCC1=C([PH2]=S)C(=O)c2c(N)ccc(CNC)c2C1=O.O=C1c2ccccc2C(=O)c2ccccc21"}

***

(6)
{"formula": "C26H31BrF6InN8Sb", "method": "wB97M-V/def2-TZVPD", "species": ["In", "C", "C", "N", "C", "C", "C", "C", "C", "C", "C", "N", "C", "C", "N", "N", "H", "H", "H", "H", "H", "H", "H", "H", "H", "H", "H", "H", "H", "H", "H", "H", "H", "H", "N", "C", "C", "C", "C", "C", "N", "C", "C", "C", "C", "C", "N", "H", "H", "H", "H", "H", "H", "H", "H", "H", "F", "Sb", "F", "F", "F", "F", "F", "Br", "C", "C", "C", "C", "N", "C", "H", "H", "H", "H"], "xyz": [[-0.320, -0.251, 0.625], [0.629, -2.575, -1.331], [-0.434, -3.180, -0.376], [-1.358, -2.144, -0.008], [-2.458, -1.927, -0.936], [-2.083, -0.724, -1.834], [-2.909, -0.588, -3.015], [-2.854, 0.569, -3.799], [-1.862, 1.469, -3.491], [-0.793, 1.197, -2.465], [-0.399, 2.575, -1.855], [1.105, 2.418, -1.588], [2.651, 0.486, -1.467], [2.576, -1.061, -1.516], [1.438, -1.552, -0.668], [-1.220, 0.146, -1.483], [1.370, -3.319, -1.585], [0.139, -2.276, -2.264], [-0.861, -4.042, -0.899], [0.111, -3.518, 0.590], [-1.859, -2.262, 0.899], [-2.817, -2.807, -1.503], [-3.327, -1.601, -0.395], [-3.678, -1.340, -3.209], [-3.597, 0.879, -4.515], [-1.858, 2.433, -4.062], [-0.478, 3.406, -2.533], [-0.772, 2.828, -0.923], [1.257, 2.597, -0.598], [3.333, 0.831, -2.228], [2.853, 0.857, -0.419], [2.515, -1.373, -2.584], [3.571, -1.440, -1.237], [1.885, -1.987, 0.148], [-0.360, 0.182, 3.295], [-0.937, -1.040, 3.738], [-1.358, -1.188, 5.051], [-1.935, -2.421, 5.401], [-2.016, -3.376, 4.434], [-1.569, -3.101, 3.161], [-0.974, -1.929, 2.790], [1.081, 0.230, 3.217], [1.922, 0.572, 4.305], [3.274, 0.599, 4.124], [3.836, 0.143, 2.956], [2.960, -0.278, 1.967], [1.588, -0.243, 2.055], [-0.718, 0.997, 3.736], [-1.213, -0.352, 5.729], [-2.353, -2.666, 6.412], [-2.428, -4.352, 4.578], [-1.673, -3.792, 2.326], [1.574, 0.997, 5.238], [3.926, 0.986, 4.924], [4.874, 0.092, 2.871], [3.329, -0.841, 1.132], [-0.613, 1.982, 0.889], [-2.726, 2.268, 1.301], [-4.549, 2.445, 1.329], [-2.358, 4.081, 1.182], [-2.711, 2.084, -0.584], [-2.316, 2.385, 3.111], [-2.461, 0.309, 1.398], [0.701, 0.057, -5.716], [1.123, 1.224, -4.262], [1.807, 2.347, -4.530], [2.183, 3.374, -3.578], [1.965, 3.380, -2.274], [1.328, 0.965, -1.804], [0.580, 0.635, -3.001], [2.067, 2.527, -5.579], [2.808, 4.208, -3.948], [2.364, 4.195, -1.677], [0.486, -0.407, -3.179]], "lumo_ha": [-0.3347, -0.3616], "spin_multiplicity": 2, "homo_lumo_gap_ha": [0.2728, 0.2647], "de_lowest_kcal_mol": 110.8, "total_charge": 3}

***

| no. | strongest force on any atom (eV Å⁻¹) |
| --- | --- |
| 1 | 7.9 |
| 2 | 1.3 |
| 3 | 5.3 |
| 4 | 3.6 |
| 5 | 1.3 |
| 6 | 2.9 |